Density functional theory data (ωB97M-V/def2-TZVPD) for C37H41Cl3FFeN5O6Si as an isolated structure.

## Properties
Gap between HOMO and LUMO (spin up / spin down)   6.6641 / 6.7093 eV
Highest occupied orbital energy (spin up / spin down)   -4.995 / -5.847 eV
ΔE to the lowest compared entry with this formula, charge and spin   58.3 kJ/mol

```
! wB97M-V def2-TZVPD RIJCOSX def2/J DEFGRID3
* xyz -1 6
Fe 0.080 0.211 0.740
Cl 1.158 -1.650 4.162
Cl 3.680 -0.657 2.502
Cl 1.029 1.350 2.607
Si 1.613 -0.902 2.276
F -2.792 4.310 0.278
O 0.153 0.323 -3.787
O -1.818 6.438 1.851
O 2.220 6.160 -0.227
O 0.855 1.860 -0.294
O -4.178 -0.160 1.654
O 3.058 1.989 -0.797
N -1.672 0.217 -0.714
N 0.641 4.584 -0.781
N -1.861 -0.192 1.848
N 0.745 -0.539 -1.791
N 0.176 6.254 0.765
C -3.018 0.010 1.243
C 3.461 -1.641 -0.913
C -2.217 -0.288 4.328
C -2.335 1.210 4.667
C -0.677 -4.190 1.766
C -1.132 1.632 5.525
C -0.161 0.064 -2.506
C 1.606 3.737 -1.510
C -2.463 0.971 -2.827
C 1.897 2.398 -0.802
C 1.106 5.691 -0.092
C -2.854 0.451 -0.183
C -2.033 -3.086 4.137
C -2.527 2.217 3.535
C 1.437 -0.328 -4.010
C -0.664 4.155 -0.627
C 2.692 -2.956 -0.707
C -1.524 4.734 0.208
C -2.384 -1.121 5.439
C 1.120 -1.548 -4.948
C 3.745 0.404 -4.182
C -1.472 0.457 -2.010
C -2.979 -3.444 1.063
C -1.968 -0.897 3.086
C 4.952 -1.851 -0.687
C 3.147 -1.010 -2.254
C -3.705 1.240 -2.260
C -1.866 -2.308 3.002
C 2.353 -2.255 -5.508
C -1.137 5.854 1.036
C 4.097 -0.497 -3.099
C -3.914 0.961 -0.923
C -2.297 -2.496 5.362
C 1.811 -0.724 -2.612
C 0.228 -2.566 -4.231
C 2.481 0.569 -4.594
C -1.637 -3.000 1.663
H 1.193 3.511 -2.497
H -4.504 1.645 -2.867
H -4.863 1.112 -0.425
H -3.420 1.989 2.950
H -0.085 -3.342 -4.933
H -3.681 -2.608 1.015
H -0.673 -2.106 -3.819
H 2.988 -2.631 -4.703
H -1.967 -4.169 4.065
H -0.209 1.551 4.951
H -1.671 2.241 2.866
H 2.194 1.274 -5.371
H -1.157 -5.051 2.242
H 1.613 -2.800 -0.774
H 5.147 -0.618 -2.862
H 2.531 4.281 -1.614
H 2.990 -3.694 -1.461
H 0.214 -3.931 2.347
H -2.644 3.217 3.964
H -2.842 -3.850 0.052
H -1.246 2.672 5.852
H -0.971 3.321 -1.239
H -2.442 -3.108 6.247
H 0.555 -1.113 -5.778
H -3.426 -4.221 1.692
H -1.032 1.000 6.411
H 4.536 1.000 -4.626
H 5.492 -0.900 -0.700
H 2.031 -3.105 -6.117
H 0.503 7.051 1.281
H -2.608 -0.660 6.397
H -0.356 -4.501 0.765
H -3.224 1.286 5.298
H 0.771 -3.045 -3.411
H 3.107 -0.919 -0.169
H 5.376 -2.514 -1.450
H -2.253 1.139 -3.876
H 2.915 -3.369 0.284
H 5.109 -2.306 0.293
H 2.952 -1.597 -6.136
H -1.196 -2.276 0.986
*
```

=====

Density functional theory data (ωB97M-V/def2-TZVPD) for one molecule with the formula C4H7ClN2S.

## Properties
SMILES   NC(=S)N1C[C@@H]1CCl
Gap between HOMO and LUMO   9.3008 eV
Highest occupied orbital energy   -8.729 eV
ΔE to the lowest compared entry with this formula, charge and spin   107.0 kJ/mol

```
! wB97M-V def2-TZVPD RIJCOSX def2/J DEFGRID3
* xyz 0 1
Cl 0.609 1.541 3.338
S -2.551 -0.864 -0.323
N -0.797 -0.802 -2.357
N 0.088 -0.479 -0.234
C 0.576 0.175 2.145
C -1.102 -0.688 -1.051
C 0.058 0.546 0.761
C 0.956 0.602 -0.426
H -0.178 -0.596 2.462
H 0.794 1.409 -1.222
H -0.905 1.096 0.750
H 0.220 -0.650 -2.685
H 1.577 -0.224 2.042
H 1.945 0.370 -0.232
H -1.291 -1.437 -2.968
*
```

=====

Density functional theory data (ωB97M-V/def2-TZVPD) for a 7-piece molecular cluster, C5H24O7 overall.

## Properties
SMILES   CO.CO.CO.CO.CO.O.O
Gap between HOMO and LUMO   10.1432 eV
Highest occupied orbital energy   -9.901 eV
ΔE to the lowest compared entry with this formula, charge and spin   223.1 kJ/mol

```
! wB97M-V def2-TZVPD RIJCOSX def2/J DEFGRID3
* xyz 0 1
O -0.319 0.554 2.409
O 4.044 -0.465 2.875
O -4.428 -1.161 -0.772
O 0.353 -3.434 0.056
O 0.100 -0.347 -2.813
O 0.359 -0.407 -0.060
O 2.345 1.861 -1.122
C 3.233 -0.293 1.693
C 1.763 3.047 -0.651
C -3.580 -0.793 0.343
C -1.075 1.638 1.897
C -1.006 -0.946 -3.452
H -4.143 -0.126 0.995
H 2.568 -1.151 1.591
H -2.119 1.359 1.754
H 0.896 2.934 0.000
H -2.584 -0.416 0.114
H -4.705 -0.278 -1.025
H 0.403 -1.351 0.094
H 0.651 -3.522 0.962
H 3.809 -0.372 0.771
H 1.424 3.786 -1.376
H -1.667 -1.373 -2.698
H -3.441 -1.643 1.011
H 2.494 3.502 0.017
H -0.681 -1.857 -3.954
H -0.618 2.045 0.994
H -1.016 2.336 2.732
H 0.211 -0.324 -1.002
H 0.790 -0.271 -3.476
H -1.466 -0.167 -4.060
H 3.375 -0.406 3.560
H -0.526 -3.813 0.055
H 2.703 0.659 1.695
H 1.849 1.108 -0.792
H 0.003 0.087 1.635
*
```

=====

Density functional theory data (ωB97M-V/def2-TZVPD) for one molecule with the formula C5H11N5O2S.

## Properties
Gap between HOMO and LUMO (spin up / spin down)   8.1037 / 6.1774 eV
Highest occupied orbital energy (spin up / spin down)   -8.183 / -7.350 eV
ΔE to the lowest compared entry with this formula, charge and spin   497.3 kJ/mol

```
! wB97M-V def2-TZVPD RIJCOSX def2/J DEFGRID3
* xyz 0 1
S -1.276 -1.197 1.857
O -2.019 -2.143 2.686
O -0.074 -0.656 2.459
N -1.446 0.897 0.323
N -0.794 -1.994 0.393
N -0.239 -2.352 -1.800
N -0.147 -0.239 -1.049
N -0.221 0.799 -0.064
C -0.471 -1.549 -0.697
C -1.760 1.840 1.322
C 2.052 0.549 -0.581
C 1.173 -0.097 -1.752
C 1.140 1.165 0.433
H 2.714 1.209 -1.067
H 1.097 2.254 0.325
H 1.575 -1.046 -1.892
H -0.445 -3.358 -1.799
H 2.739 -0.140 -0.075
H -1.212 1.614 2.302
H -0.744 -1.829 -2.516
H -1.393 2.914 0.993
H 1.117 0.565 -2.734
H 1.440 0.805 1.524
H -2.805 1.988 1.409
*
```

=====

Density functional theory data (ωB97M-V/def2-TZVPD) for C16H18B2Cl5F4IrN4O4Te as an isolated structure.

## Properties
Gap between HOMO and LUMO (spin up / spin down)   7.5187 / 5.7318 eV
Highest occupied orbital energy (spin up / spin down)   -17.710 / -17.987 eV
ΔE to the lowest compared entry with this formula, charge and spin   114.2 kJ/mol

```
! wB97M-V def2-TZVPD RIJCOSX def2/J DEFGRID3
* xyz 3 2
Ir -0.529 0.112 0.093
Te 1.402 -3.629 0.468
Cl -2.763 -0.914 -0.400
Cl -4.873 -2.022 1.695
Cl 1.200 -1.703 3.097
Cl -0.827 -2.577 5.240
Cl -3.838 -2.699 4.586
F -1.474 3.257 3.178
F -2.024 1.088 2.575
F 0.672 -4.117 -1.192
F 1.104 -1.903 -3.706
O -1.839 2.790 0.947
O -0.217 -0.169 -2.991
O 0.168 1.995 2.153
O 1.519 -1.237 -1.559
N 0.651 1.241 1.222
N -0.668 0.679 -2.007
N -1.594 2.016 -0.088
N 1.295 -0.364 -0.525
C 2.898 2.040 1.792
C 0.440 -5.209 1.459
C -3.242 -1.886 2.115
C -1.366 -2.101 3.706
C -0.479 -1.639 2.746
C 1.938 1.212 1.017
C -2.803 3.639 -1.470
C 3.685 0.234 -0.597
C -1.983 2.421 -1.249
C -1.864 1.886 -3.782
C 3.215 -4.642 0.163
C -2.761 -2.193 3.421
C -2.303 -1.441 1.241
C -0.920 -1.187 1.495
C 2.305 0.310 -0.064
C -1.471 1.607 -2.381
B -1.387 2.279 2.291
B 0.789 -1.080 -2.754
H 3.997 -3.943 -0.116
H 3.009 -5.346 -0.645
H -3.647 3.399 -2.119
H 3.181 2.928 1.220
H -1.221 1.381 -4.495
H -2.895 1.549 -3.939
H -3.167 4.037 -0.528
H -1.855 2.961 -3.959
H 4.390 0.093 0.224
H 0.896 -5.353 2.439
H 3.935 1.198 -1.052
H -0.615 -4.963 1.554
H 0.583 -6.086 0.829
H 3.478 -5.178 1.075
H 3.805 1.475 2.003
H 2.448 2.368 2.725
H -2.214 4.411 -1.973
H 3.813 -0.551 -1.334
*
```

=====

Density functional theory data (ωB97M-V/def2-TZVPD) for C17H15NO5S2 as an isolated structure.

## Properties
Gap between HOMO and LUMO   7.5846 eV
Highest occupied orbital energy   -8.079 eV
ΔE to the lowest compared entry with this formula, charge and spin   1334.7 kJ/mol

```
! wB97M-V def2-TZVPD RIJCOSX def2/J DEFGRID3
* xyz 0 1
S 3.473 -2.583 0.859
S 3.969 -0.416 -1.073
O -2.363 -1.724 0.760
O 0.464 4.235 2.347
O -1.943 -0.211 -2.330
O -1.020 -2.945 -0.063
O -1.176 1.127 -0.698
N 1.766 -1.191 0.222
C 0.342 -0.290 -2.240
C -0.437 2.743 0.855
C 2.267 2.439 -0.476
C 1.150 -1.812 1.170
C -1.249 -2.152 0.719
C 2.736 0.150 -2.470
C 0.723 3.485 1.302
C 1.966 3.228 0.939
C -4.389 -0.725 0.075
C -3.313 -1.897 0.025
C -1.070 0.114 -1.750
C -0.121 1.728 -0.409
C -0.215 -1.563 1.596
C 2.061 -2.894 1.656
C 2.828 -1.266 -0.100
C 1.312 1.541 -0.806
C 1.328 0.473 -1.680
H -0.356 -1.915 2.684
H -0.325 -0.510 1.707
H 2.696 -0.546 -3.106
H -4.071 0.266 -0.360
H 3.289 1.942 -0.586
H -5.318 -0.951 -0.599
H -0.356 4.281 2.548
H -3.782 -2.707 0.386
H -4.773 -0.455 1.261
H -3.003 -2.118 -0.993
H -1.323 2.891 0.995
H 0.342 -0.926 -3.168
H 3.228 0.922 -2.759
H 1.798 -3.682 2.390
H 2.865 3.916 1.169
*
```

=====

Density functional theory data (ωB97M-V/def2-TZVPD) for one molecule with the formula C4H8O2.

## Properties
Gap between HOMO and LUMO   9.4497 eV
Highest occupied orbital energy   -8.870 eV
ΔE to the lowest compared entry with this formula, charge and spin   434.7 kJ/mol

```
! wB97M-V def2-TZVPD RIJCOSX def2/J DEFGRID3
* xyz 0 1
O -1.944 0.686 -0.561
O 0.357 0.934 1.233
C -1.152 -0.485 -0.590
C 1.220 0.607 0.110
C 0.147 0.004 2.115
C 0.375 -0.312 -0.815
H -1.433 -1.137 0.259
H -1.472 -1.008 -1.494
H 2.135 0.136 0.515
H 0.486 0.087 -1.822
H 0.963 -0.759 1.905
H -2.003 1.030 0.340
H 0.808 -1.325 -0.821
H 1.513 1.542 -0.373
*
```

=====

Density functional theory data (ωB97M-V/def2-TZVPD) for one molecule with the formula C4H5FN2.

## Properties
SMILES   C=N/N=C\C(=C)F
Gap between HOMO and LUMO   9.8154 eV
Highest occupied orbital energy   -9.583 eV
ΔE to the lowest compared entry with this formula, charge and spin   256.2 kJ/mol

```
! wB97M-V def2-TZVPD RIJCOSX def2/J DEFGRID3
* xyz 0 1
F -2.755 -0.512 0.148
N 1.363 -0.147 -0.544
N 0.684 -1.311 -0.308
C 2.226 0.180 0.338
C -0.571 -1.252 -0.143
C -1.487 -0.101 -0.091
C -1.243 1.197 -0.237
H 2.822 1.072 0.166
H -0.260 1.583 -0.426
H -2.082 1.904 -0.195
H -1.067 -2.204 -0.013
H 2.371 -0.408 1.304
*
```

=====

What is the ΔE to the lowest compared entry with this formula, charge and spin in the third record?
223.1 kJ/mol

=====

What is the ΔE to the lowest compared entry with this formula, charge and spin in the first record?
58.3 kJ/mol

=====

What did the third record say?
Density functional theory data (ωB97M-V/def2-TZVPD) for a 7-piece molecular cluster, C5H24O7 overall.

## Properties
SMILES   CO.CO.CO.CO.CO.O.O
Gap between HOMO and LUMO   10.1432 eV
Highest occupied orbital energy   -9.901 eV
ΔE to the lowest compared entry with this formula, charge and spin   223.1 kJ/mol

```
! wB97M-V def2-TZVPD RIJCOSX def2/J DEFGRID3
* xyz 0 1
O -0.319 0.554 2.409
O 4.044 -0.465 2.875
O -4.428 -1.161 -0.772
O 0.353 -3.434 0.056
O 0.100 -0.347 -2.813
O 0.359 -0.407 -0.060
O 2.345 1.861 -1.122
C 3.233 -0.293 1.693
C 1.763 3.047 -0.651
C -3.580 -0.793 0.343
C -1.075 1.638 1.897
C -1.006 -0.946 -3.452
H -4.143 -0.126 0.995
H 2.568 -1.151 1.591
H -2.119 1.359 1.754
H 0.896 2.934 0.000
H -2.584 -0.416 0.114
H -4.705 -0.278 -1.025
H 0.403 -1.351 0.094
H 0.651 -3.522 0.962
H 3.809 -0.372 0.771
H 1.424 3.786 -1.376
H -1.667 -1.373 -2.698
H -3.441 -1.643 1.011
H 2.494 3.502 0.017
H -0.681 -1.857 -3.954
H -0.618 2.045 0.994
H -1.016 2.336 2.732
H 0.211 -0.324 -1.002
H 0.790 -0.271 -3.476
H -1.466 -0.167 -4.060
H 3.375 -0.406 3.560
H -0.526 -3.813 0.055
H 2.703 0.659 1.695
H 1.849 1.108 -0.792
H 0.003 0.087 1.635
*
```

=====

ΔE to the lowest compared entry with this formula, charge and spin of number 5 (C16H18B2Cl5F4IrN4O4Te)?
114.2 kJ/mol